Below is 11 unconnected molecules or ions with the total composition C66H132F11N8O17S5 in a non-equilibrium geometry, with properties calculated with ωB97M-V/def2-TZVPD.

The geometry in ORCA input format:
```
! wB97M-V def2-TZVPD RIJCOSX def2/J DEFGRID3
* xyz 3 1
C 10.67 22.44 17.80
C 10.35 21.01 18.19
C 10.74 20.89 19.67
N 10.58 19.55 20.32
C 10.82 19.70 21.78
C 10.86 18.44 22.59
C 11.76 17.42 22.00
C 11.60 17.25 20.51
C 11.71 18.59 19.79
C 9.22 18.94 20.10
H 10.24 22.64 16.83
H 11.74 22.70 17.80
H 10.12 23.04 18.54
H 10.77 20.22 17.56
H 9.28 20.85 18.11
H 10.15 21.63 20.24
H 11.80 21.19 19.78
H 11.74 20.30 21.96
H 9.94 20.29 22.09
H 11.01 18.79 23.61
H 9.85 18.02 22.64
H 12.80 17.66 22.14
H 11.63 16.42 22.50
H 12.43 16.64 20.07
H 10.64 16.89 20.23
H 12.69 19.06 19.81
H 11.48 18.44 18.72
H 9.26 18.52 19.09
H 8.44 19.64 20.29
H 9.12 18.20 20.87
C 10.56 9.95 15.14
C 10.69 11.37 15.74
C 10.09 11.32 17.15
N 10.07 12.64 17.89
C 9.46 12.40 19.36
C 10.39 11.53 20.14
C 11.75 12.17 20.26
C 12.38 12.26 18.88
C 11.52 13.14 18.05
C 9.18 13.72 17.26
H 10.94 9.82 14.14
H 9.55 9.53 15.13
H 11.09 9.27 15.81
H 10.13 12.10 15.12
H 11.75 11.59 15.63
H 10.72 10.69 17.74
H 9.13 10.84 17.17
H 8.45 12.01 19.28
H 9.37 13.38 19.87
H 10.48 10.53 19.70
H 9.96 11.42 21.17
H 12.38 11.54 20.86
H 11.68 13.16 20.71
H 12.43 11.21 18.55
H 13.43 12.58 18.91
H 11.86 13.39 17.05
H 11.39 14.08 18.64
H 9.20 14.69 17.75
H 8.17 13.34 17.27
H 9.46 13.86 16.22
C 14.12 20.01 17.25
C 14.92 20.41 16.05
C 14.53 19.48 14.90
N 15.09 19.93 13.51
C 14.57 18.92 12.46
C 13.08 19.00 12.14
C 12.73 20.51 11.86
C 13.30 21.38 12.95
C 14.76 21.34 13.10
C 16.57 19.72 13.61
H 14.45 19.12 17.81
H 13.08 19.92 16.94
H 14.15 20.82 17.98
H 15.98 20.42 16.08
H 14.55 21.37 15.73
H 13.48 19.56 14.90
H 14.78 18.43 14.94
H 14.89 17.95 12.80
H 15.14 19.15 11.57
H 12.55 18.69 13.05
H 12.91 18.33 11.35
H 11.64 20.59 11.81
H 13.12 20.82 10.89
H 12.84 21.12 13.94
H 13.00 22.42 12.79
H 15.03 22.04 13.86
H 15.31 21.50 12.15
H 16.99 19.97 12.63
H 16.78 18.69 13.85
H 16.97 20.42 14.36
C 24.40 16.19 18.83
C 22.84 15.71 18.64
C 21.87 16.91 18.45
C 21.84 17.49 17.02
C 21.61 16.44 15.94
C 22.58 15.23 16.01
N 22.93 14.85 17.42
O 23.39 13.70 17.66
C 23.99 15.61 15.44
C 22.01 14.04 15.33
C 22.47 14.80 19.86
H 24.27 16.82 19.70
H 24.82 16.81 18.04
H 25.05 15.39 19.08
H 22.12 17.66 19.23
H 20.92 16.56 18.82
H 22.80 17.96 16.88
H 21.05 18.27 16.88
H 21.79 16.82 14.94
H 20.55 16.11 15.96
H 24.46 16.41 15.99
H 23.84 15.98 14.41
H 24.67 14.78 15.53
H 21.95 14.32 14.26
H 20.98 13.83 15.62
H 22.68 13.18 15.42
H 21.46 14.50 19.66
H 22.47 15.44 20.72
H 23.06 13.91 19.96
C 16.00 10.94 14.22
C 15.72 12.07 13.21
C 16.91 12.41 12.29
C 16.46 13.25 11.10
C 15.38 12.56 10.30
C 14.10 12.33 11.08
N 14.39 11.75 12.51
O 13.62 11.16 13.02
C 13.08 11.25 10.44
C 13.23 13.62 11.30
C 15.37 13.49 13.99
H 16.96 11.08 14.79
H 16.09 10.01 13.62
H 15.16 10.82 14.89
H 17.37 11.51 11.89
H 17.66 12.97 12.87
H 17.31 13.43 10.46
H 16.26 14.27 11.41
H 15.75 11.56 9.98
H 15.05 13.07 9.38
H 12.19 10.98 11.01
H 13.75 10.37 10.41
H 12.82 11.48 9.41
H 12.92 13.80 10.26
H 13.89 14.42 11.65
H 12.30 13.45 11.87
H 16.26 13.78 14.56
H 14.49 13.39 14.60
H 15.25 14.33 13.29
C 18.47 12.96 19.97
C 17.48 13.72 19.05
C 16.19 14.09 19.84
C 15.30 15.22 19.29
C 16.14 16.52 19.02
C 17.30 16.23 18.06
N 18.14 14.98 18.50
O 19.31 15.02 18.24
C 18.32 17.39 17.89
C 16.72 15.83 16.71
C 17.03 12.86 17.81
H 17.99 12.12 20.49
H 18.87 13.66 20.68
H 19.30 12.65 19.36
H 16.46 14.35 20.85
H 15.60 13.13 19.92
H 14.47 15.46 19.96
H 14.79 14.88 18.37
H 16.43 16.99 19.93
H 15.52 17.27 18.50
H 18.74 17.49 18.89
H 17.70 18.24 17.64
H 19.05 17.19 17.11
H 17.45 15.54 15.93
H 16.16 16.70 16.37
H 15.96 15.07 16.90
H 16.80 11.87 18.19
H 17.83 12.77 17.09
H 16.16 13.26 17.37
C 15.66 8.84 25.71
C 16.38 10.18 25.51
C 17.63 10.06 24.57
C 18.10 11.42 24.18
C 17.01 12.30 23.44
C 15.72 12.36 24.18
N 15.39 11.06 24.98
O 14.18 10.89 25.24
C 14.51 12.53 23.21
C 15.75 13.54 25.22
C 16.82 10.79 26.82
H 14.74 8.95 26.28
H 16.32 8.10 26.18
H 15.32 8.56 24.70
H 17.39 9.42 23.71
H 18.39 9.56 25.15
H 18.94 11.35 23.48
H 18.52 11.92 25.04
H 16.73 11.69 22.56
H 17.33 13.31 23.13
H 14.64 11.75 22.46
H 14.69 13.44 22.66
H 13.52 12.47 23.63
H 16.29 14.36 24.78
H 16.40 13.17 26.01
H 14.77 13.80 25.55
H 17.45 10.04 27.32
H 15.92 10.86 27.44
H 17.40 11.71 26.71
N 20.40 10.15 19.01
S 18.82 9.47 18.84
O 18.09 9.88 17.70
O 18.15 9.36 20.07
F 19.25 8.07 18.55
S 21.13 11.40 18.49
O 21.84 11.96 19.60
O 20.42 12.23 17.58
F 22.28 10.81 17.61
C 19.31 15.65 23.25
F 20.56 15.80 22.86
F 19.14 14.30 23.22
F 19.12 16.10 24.46
S 18.13 16.38 22.05
O 16.95 15.92 22.64
O 18.33 17.79 22.13
O 18.50 15.71 20.80
C 19.38 17.61 12.77
F 19.42 18.36 13.89
F 19.17 18.44 11.74
F 20.61 17.11 12.60
S 18.22 16.27 12.86
O 16.92 16.87 12.83
O 18.59 15.53 11.67
O 18.52 15.75 14.16
C 11.45 15.90 14.88
F 10.22 16.02 14.49
F 11.71 14.59 15.15
F 12.28 16.30 13.93
S 11.85 16.86 16.34
O 11.60 18.17 15.81
O 10.91 16.39 17.33
O 13.19 16.43 16.59
*
```

- frontier orbital gap (eV) = 5.3
- LUMO (eV) = -8.076